Formula: C6H10
Source: the Open Molecules 2025 dataset
Level of theory: ωB97M-V with the def2-TZVPD basis set

Structure (XYZ):
```
16
Properties=species:S:1:pos:R:3:forces:R:3:mulliken_charge:R:1
C 0.89205 0.30710 1.57351 -2.427 -2.133 1.371 -1.1665
C 0.25207 0.70181 0.23754 6.666 3.031 -0.130 0.4738
C 1.07551 1.56386 -0.49229 -3.287 -0.864 -1.296 -0.8203
C -1.84741 0.24797 -0.93348 0.960 -1.318 0.760 -0.8601
C -0.62229 -0.14977 -0.43717 -4.679 -1.481 0.610 0.6295
C -0.27297 -1.64689 -0.43696 1.646 0.213 0.110 -1.1215
H 1.39864 -0.70740 1.56096 -1.017 0.772 -0.318 0.2399
H 1.71816 0.89479 1.97701 -0.713 0.780 -0.186 0.4036
H -0.06013 0.19781 2.28364 2.436 0.276 -0.742 0.2460
H 0.67606 1.78585 -1.59469 1.439 -0.258 2.463 0.2335
H 2.00225 1.98243 -0.07264 -0.717 0.046 -0.361 0.3082
H -2.55434 -0.45463 -1.47865 1.096 0.916 0.856 0.2479
H -2.24838 1.18469 -0.55602 0.180 0.226 -0.798 0.2854
H 0.17651 -2.35782 0.42194 -1.704 2.296 -1.391 0.2727
H -1.14994 -1.98203 -0.93509 -0.272 -1.568 -0.279 0.2893
H 0.56419 -1.56779 -1.11762 0.393 -0.931 -0.667 0.3387
```
Positions in Å, forces in eV/Å.

As for the LUMO energy: 0.982 eV. As for the spin multiplicity: 1. As for the SMILES: C=C(C)C(=C)C. The energy above the lowest of the compared OMol25 structures with the same formula, charge and spin comes out at 287.1 kJ/mol. The value obtained for the orbital gap is 9.56 eV.